ORCA calculation (the ωB97M-V functional and the def2-TZVPD basis) on 7 unconnected molecules or ions with the total composition C24H30FN6.

LUMO energy	3.1	eV
HOMO	-0.19857	Eh
HOMO-LUMO gap	8.5	eV
calculated total energy	-1360.971436	hartree
energy relative to the best compared isomer or geometry (same formula, charge and spin)	175.0	kJ/mol

Geometry as ORCA input:
```
! wB97M-V def2-TZVPD RIJCOSX def2/J DEFGRID3
* xyz -1 1
F -6.773 21.263 -16.858
N -4.273 22.741 -17.005
C -3.058 22.558 -16.341
C -2.224 23.622 -16.791
C -2.888 24.369 -17.735
C -4.167 23.822 -17.863
H -5.071 22.134 -16.888
H -2.914 21.655 -15.766
H -1.190 23.792 -16.532
H -2.533 25.235 -18.274
H -5.021 24.094 -18.467
N -4.841 19.313 -16.112
C -4.541 19.157 -14.789
C -3.645 18.176 -14.567
C -3.562 17.491 -15.780
C -4.110 18.324 -16.733
H -5.466 19.983 -16.538
H -4.998 19.817 -14.067
H -3.188 17.813 -13.659
H -2.986 16.586 -15.903
H -4.192 18.242 -17.807
N -8.278 20.692 -14.409
C -7.890 20.442 -13.123
C -8.905 19.800 -12.483
C -9.902 19.592 -13.455
C -9.570 20.268 -14.647
H -7.744 21.233 -15.075
H -6.921 20.807 -12.814
H -9.037 19.487 -11.458
H -10.780 18.976 -13.331
H -10.088 20.418 -15.583
N -7.243 23.996 -15.871
C -7.795 24.337 -14.619
C -8.166 25.698 -14.637
C -7.896 26.140 -15.913
C -7.316 25.116 -16.698
H -6.996 23.070 -16.188
H -7.844 23.552 -13.879
H -8.442 26.257 -13.755
H -7.941 27.161 -16.262
H -6.915 25.090 -17.701
N -9.489 21.850 -17.831
C -10.175 22.856 -17.176
C -11.292 23.087 -17.962
C -11.396 22.064 -18.932
C -10.177 21.381 -18.941
H -8.538 21.628 -17.572
H -9.736 23.321 -16.306
H -12.044 23.815 -17.697
H -12.206 21.950 -19.637
H -9.717 20.598 -19.525
N -6.894 19.888 -19.309
C -6.708 20.469 -20.502
C -7.134 19.641 -21.528
C -7.297 18.430 -20.938
C -7.173 18.591 -19.573
H -6.838 20.302 -18.390
H -6.465 21.521 -20.500
H -7.287 19.968 -22.546
H -7.505 17.480 -21.409
H -7.323 17.840 -18.811
*
```